{"formula": "C2H3O2", "method": "wB97M-V/def2-TZVPD", "symbols": ["O", "O", "C", "C", "H", "H", "H"], "coordinates": [[0.159, -0.216, -0.951], [1.068, -1.117, -0.235], [0.778, 0.084, 0.216], [-0.858, -0.052, 0.063], [-1.156, 1.056, -0.086], [-1.479, -0.760, 0.590], [1.488, 1.004, 0.402]], "mulliken_charge": [0.07, -0.08, 0.28, -0.20, 0.28, 0.33, 0.32], "total_charge": 1, "lumo_energy_ev": -6.5, "homo_lumo_gap_ev": 11.32, "largest_force_ev_per_a": 5.89, "e_homo_ev": -17.85}



{"formula": "C16H10N2O5", "method": "wB97M-V/def2-TZVPD", "symbols": ["O", "O", "O", "O", "O", "N", "N", "C", "C", "C", "C", "C", "C", "C", "C", "C", "C", "C", "C", "C", "C", "C", "C", "H", "H", "H", "H", "H", "H", "H", "H", "H", "H"], "coordinates": [[-0.627, 0.937, -3.274], [-2.571, -0.658, 0.736], [3.285, -4.377, -2.208], [2.377, -2.037, 2.969], [1.726, -3.147, 2.374], [-2.841, 1.922, 2.175], [3.306, -2.149, -1.430], [-2.287, 2.361, 0.927], [0.188, -0.166, -1.339], [2.010, -1.650, -0.990], [-1.660, -0.017, 0.268], [-0.542, 0.907, -2.072], [-1.712, 4.155, -0.588], [-1.164, 1.925, -1.174], [-0.370, -0.641, -0.157], [1.468, -2.135, 0.194], [-1.153, 3.271, -1.497], [2.176, -3.183, 1.036], [-1.724, 1.456, 0.015], [-2.262, 3.709, 0.603], [1.399, -0.680, -1.767], [3.302, -3.290, -1.856], [0.245, -1.615, 0.608], [3.237, -2.934, 1.043], [-2.675, 4.435, 1.287], [-2.277, 1.163, 2.531], [2.014, -4.184, 0.649], [-3.766, 1.542, 2.019], [1.666, -1.486, 3.323], [-0.233, -1.933, 1.522], [1.843, -0.325, -2.684], [-1.675, 5.208, -0.829], [-0.703, 3.619, -2.413]], "mulliken_charge": [-0.55, -0.54, -0.38, -0.38, -0.27, -0.69, -0.65, 0.09, 0.74, 0.18, -0.25, -0.07, -0.43, 0.54, 0.86, 0.80, -0.98, -0.91, 0.42, -0.39, -0.97, 0.66, -1.07, 0.49, 0.44, 0.29, 0.35, 0.29, 0.33, 0.65, 0.49, 0.39, 0.49], "lumo_energy_ev": -0.8, "homo_lumo_gap_ev": 8.83, "largest_force_ev_per_a": 1.79, "e_homo_ev": -9.59}



{"formula": "C19H20CaIN4O2Se", "method": "wB97M-V/def2-TZVPD", "symbols": ["I", "Se", "Ca", "O", "O", "N", "N", "N", "N", "C", "C", "C", "C", "C", "C", "C", "C", "C", "C", "C", "C", "C", "C", "C", "C", "C", "C", "C", "H", "H", "H", "H", "H", "H", "H", "H", "H", "H", "H", "H", "H", "H", "H", "H", "H", "H", "H", "H"], "coordinates": [[-2.166, -3.843, -0.486], [2.024, -2.253, -1.545], [-0.146, -1.156, -0.022], [-2.515, 6.197, -0.052], [-3.192, 6.108, 2.046], [-0.603, 0.297, 1.808], [3.156, -0.082, -2.989], [0.466, -2.257, 1.892], [1.361, -0.865, -3.949], [0.241, -1.708, -4.263], [0.954, -3.482, 1.954], [-1.753, 2.298, 2.719], [-2.068, 4.190, 1.249], [4.279, 0.010, -2.094], [-2.641, 5.577, 1.125], [1.810, 0.180, -4.707], [-2.348, -1.643, -0.569], [-0.458, -2.546, 4.079], [-0.244, -1.783, 2.926], [-2.227, 3.571, 2.489], [-0.932, 2.221, 0.462], [2.179, -1.007, -2.884], [2.927, 0.664, -4.112], [0.061, -3.827, 4.141], [0.776, -4.313, 3.056], [-0.803, -0.450, 2.828], [-1.398, 3.501, 0.239], [-1.112, 1.584, 1.695], [4.951, 0.798, -2.424], [-2.734, 4.124, 3.266], [-0.058, -1.524, -5.294], [-0.412, 1.688, -0.331], [-0.098, -4.436, 5.018], [-2.848, -1.464, -1.521], [-3.067, -1.418, 0.224], [3.566, 1.465, -4.419], [-1.022, -2.136, 4.902], [-1.224, 3.944, -0.733], [0.529, -2.755, -4.154], [-2.063, 5.677, -0.728], [4.808, -0.945, -2.093], [-1.882, 1.873, 3.702], [1.314, 0.486, -5.606], [-0.603, -1.500, -3.595], [3.934, 0.215, -1.075], [-1.420, -0.140, 3.675], [1.519, -3.822, 1.088], [1.183, -5.312, 3.061]], "mulliken_charge": [-0.06, -0.33, 1.46, -0.47, -0.53, -0.30, 0.21, -0.40, 0.29, -0.80, 0.07, -0.58, 0.84, -0.89, 0.62, -0.38, -1.39, -0.75, 0.46, -1.07, -0.63, -0.34, -0.38, -0.36, -0.78, 0.16, -1.15, 1.58, 0.32, 0.47, 0.32, 0.20, 0.46, 0.40, 0.38, 0.44, 0.39, 0.17, 0.35, 0.28, 0.38, 0.29, 0.44, 0.30, 0.31, 0.29, 0.32, 0.41], "total_charge": 1, "lumo_energy_ev": -4.3, "homo_lumo_gap_ev": 6.01, "largest_force_ev_per_a": 1.48, "e_homo_ev": -10.26}



{"formula": "C19H10AgBrF7P", "method": "wB97M-V/def2-TZVPD", "symbols": ["Ag", "Br", "P", "F", "F", "F", "F", "F", "F", "F", "C", "C", "C", "C", "C", "C", "C", "C", "C", "C", "C", "C", "C", "C", "C", "C", "C", "C", "C", "H", "H", "H", "H", "H", "H", "H", "H", "H", "H"], "coordinates": [[-3.140, 0.584, 0.292], [-2.793, 0.937, 2.845], [-0.665, 0.226, 0.179], [-2.862, -0.281, -2.470], [2.075, -0.802, 1.327], [-4.968, -0.009, -2.202], [-4.029, -1.663, -1.210], [1.098, -0.576, 5.965], [-1.385, 0.335, 5.306], [2.906, -1.081, 3.874], [0.833, 3.898, -0.825], [-0.171, -1.143, -0.915], [-3.891, -0.372, -1.466], [-0.148, -0.082, 1.938], [0.401, 1.498, -0.469], [0.044, -2.394, -0.363], [0.226, -3.294, -2.599], [-0.963, 0.280, 3.021], [0.028, 2.884, -0.294], [0.312, -3.456, -1.258], [2.439, 2.261, -1.549], [1.683, 1.198, -0.997], [2.010, 3.612, -1.511], [-0.078, -0.938, -2.307], [1.597, -0.638, 3.590], [0.756, -0.342, 4.666], [0.062, -2.015, -3.150], [-0.529, 0.104, 4.346], [1.149, -0.487, 2.275], [-0.248, 0.065, -2.680], [2.493, 4.414, -2.103], [0.010, -2.462, 0.712], [0.523, 4.956, -0.835], [3.396, 2.045, -2.043], [-0.922, 3.128, 0.183], [0.212, -4.248, -3.165], [2.084, 0.179, -1.117], [0.480, -4.447, -0.797], [-0.027, -1.872, -4.197]], "mulliken_charge": [-0.49, -0.12, 0.44, -0.28, -0.30, -0.23, -0.23, -0.26, -0.28, -0.29, -0.42, 0.72, 0.43, 0.11, 0.73, -0.32, -0.41, -0.67, -0.44, -0.70, -0.65, -0.10, -0.50, -0.53, 0.19, 0.40, -0.71, 0.61, 0.57, 0.46, 0.36, 0.44, 0.33, 0.35, 0.32, 0.33, 0.40, 0.34, 0.43], "lumo_energy_ev": -0.6, "homo_lumo_gap_ev": 7.30, "largest_force_ev_per_a": 3.00, "e_homo_ev": -7.86}